# C23H43N2O2P3Rh

A structure of composition C23H43N2O2P3Rh in a non-equilibrium geometry (ωB97M-V/def2-TZVPD, the Open Molecules 2025 dataset).

Output
Gap between HOMO and LUMO (alpha / beta) = 5.227 / 4.789 eV
LUMO (alpha / beta) = -8.49 / -12.25 eV
Total charge = +3
Relative energy (zero: lowest compared OMol25 entry of this formula, charge and spin) = 65.69 kcal per mole
2S+1 = 5
HOMO level (alpha / beta) = -13.719 / -17.042 eV

Geometry as XYZ:
```
74
Properties=species:S:1:pos:R:3:forces:R:3
Rh -0.220364 0.527668 -1.266715 1.5 1.1 2.4
P 1.292788 0.724356 0.576733 1.0 0.5 1.1
P -1.049872 2.393480 -2.214559 -0.4 1.0 -0.7
P 1.431632 0.117392 -2.708445 1.0 0.3 -0.6
H -1.403561 -4.176712 1.118884 0.4 0.1 -0.1
C -0.361132 -4.014107 0.820174 0.4 0.5 0.3
C 0.535124 -3.460257 1.653718 -0.6 -0.2 -0.5
H 0.249116 -3.117838 2.653426 0.1 -0.3 -0.3
C 0.691449 0.113153 2.201237 -0.3 0.0 -0.1
C 1.757293 2.465909 0.888954 0.1 -0.1 0.2
C 2.902554 -0.163463 0.571994 0.1 0.0 -0.2
C -2.885322 2.432202 -2.145652 -0.1 -0.1 0.1
C -0.523060 3.977738 -1.466570 0.2 0.0 0.1
C -0.755367 2.678087 -3.996203 0.1 0.0 0.0
C 2.073792 -1.544992 -2.295867 0.0 -0.1 0.0
C 2.811522 1.308127 -2.676937 0.1 -0.1 -0.3
C 1.033783 -0.052370 -4.480101 0.0 0.1 0.0
H -0.080350 -4.334526 -0.191667 -0.1 0.0 0.5
H 1.587153 -3.354955 1.370726 -0.3 0.0 0.1
H 0.381870 -0.937289 2.113661 0.0 0.3 0.0
H -0.149161 0.710364 2.570216 0.1 -0.2 -0.1
H 1.512854 0.173636 2.928862 -0.1 0.1 -0.3
H 0.866432 3.064053 1.117818 0.2 -0.2 0.0
H 2.263118 2.893417 0.013354 -0.1 -0.1 0.2
H 2.440702 2.516737 1.749155 -0.2 0.0 -0.2
H 2.750917 -1.222404 0.331877 0.0 0.3 0.1
H 3.336470 -0.100329 1.580550 -0.2 0.1 -0.3
H 3.616523 0.268403 -0.136422 -0.1 -0.2 0.2
H -3.295463 2.195418 -3.135931 0.1 0.2 0.2
H -3.225429 3.433108 -1.846146 0.0 -0.3 -0.2
H -3.266459 1.703701 -1.422528 0.0 0.2 -0.1
H -0.418608 4.738216 -2.252951 -0.1 -0.2 0.2
H 0.439888 3.864617 -0.955921 -0.2 0.1 -0.2
H -1.273485 4.324482 -0.745161 0.2 -0.1 -0.2
H -1.311282 3.571233 -4.319023 0.1 -0.2 0.2
H -1.108837 1.819688 -4.581146 0.1 0.2 0.1
H 0.311389 2.845501 -4.190317 -0.3 0.0 0.0
H 1.972451 -2.180657 -3.183665 0.1 0.1 0.2
H 1.501206 -2.002942 -1.476472 0.2 0.1 -0.2
H 3.132141 -1.483304 -2.015655 -0.2 -0.1 -0.1
H 3.387043 1.188769 -3.605533 0.0 0.1 0.3
H 3.480245 1.135680 -1.826985 -0.2 0.1 -0.3
H 2.431779 2.337830 -2.630177 0.1 -0.3 0.0
H 1.858230 -0.603674 -4.951590 -0.2 0.2 0.1
H 0.940332 0.927170 -4.958698 0.0 -0.3 0.1
H 0.103693 -0.617654 -4.620786 0.3 0.2 0.0
C -1.707960 -1.666229 -3.088248 1.2 1.0 2.6
C -2.720311 -0.890132 -3.670850 -0.8 0.6 -1.5
C -3.074082 -1.133894 -4.997012 -0.4 1.0 1.4
C -2.498900 -2.202738 -5.693127 -0.1 -0.1 -0.6
C -1.595138 -3.056270 -5.049973 0.8 -0.6 1.3
C -1.221191 -2.818420 -3.725147 0.2 -1.0 -1.3
O -1.122949 -1.266946 -1.904278 -2.5 -2.0 -3.0
H -1.562573 -0.109263 -1.611628 -1.8 -1.6 -0.7
H -3.190746 -0.102655 -3.080150 0.1 -0.1 -0.3
H -3.814832 -0.490720 -5.475595 0.2 -0.3 0.1
H -2.781154 -2.382098 -6.733798 0.1 0.0 0.3
H -1.179364 -3.915831 -5.580469 -0.2 0.3 0.2
H -0.532686 -3.466075 -3.183727 -0.1 0.1 -0.2
N -3.742046 1.472682 4.865959 -0.1 -1.5 0.7
C -3.959732 0.423514 4.001585 4.3 3.8 -4.4
O -4.714329 -0.501730 4.266449 -2.5 -2.7 1.8
C -3.245036 0.521277 2.689094 -1.6 -0.5 2.6
C -2.728305 1.719498 2.183477 1.3 1.1 -1.2
C -1.990630 1.713938 1.004849 -0.8 0.4 1.4
N -1.763873 0.574209 0.311782 1.0 0.3 -1.2
C -2.312867 -0.584305 0.749696 -1.0 -0.4 1.5
C -3.070987 -0.634227 1.914808 0.7 -1.0 -1.6
H -4.105670 1.352695 5.796997 -0.5 0.3 0.4
H -2.931720 2.069148 4.769053 -0.2 0.4 -0.3
H -2.889540 2.675048 2.681283 0.0 -0.2 -0.2
H -1.561254 2.643120 0.617750 -0.2 -0.4 0.2
H -2.122989 -1.482957 0.162406 -0.1 0.2 0.3
H -3.495470 -1.589704 2.215100 0.1 0.2 0.0
```
Positions in Å, forces in eV/Å.